# C48H54CaN12O2S2

C48H54CaN12O2S2 as an isolated structure at a distorted geometry (wB97M-V/def2-TZVPD, OMol25).

The geometry in XYZ format:
```
119
Properties=species:S:1:pos:R:3:forces:R:3:mulliken_charge:R:1
Ca 0.49502 0.26272 0.40984 0.063 0.909 -1.708 2.2448
C -1.73998 -5.61858 -1.09737 -0.035 -0.015 0.147 -1.1212
C -1.48754 -5.18612 0.35492 0.055 0.061 -0.158 -1.0316
C -0.48873 -4.06986 0.45686 0.029 0.023 0.045 1.1892
C 0.85343 -4.16358 0.23769 -0.073 0.046 -0.077 0.8709
C 1.65861 -5.38820 -0.07224 0.010 0.064 0.208 -1.1294
C 2.40215 -5.91795 1.16075 -0.021 -0.028 -0.130 -1.2231
C 1.39420 -2.82514 0.40213 -0.018 -0.199 0.058 -0.1727
N 0.39863 -1.96719 0.72181 -0.108 -0.726 0.123 -0.4807
C -0.76018 -2.66656 0.75274 0.077 -0.194 0.224 -0.6631
C -2.01989 -2.10046 0.99087 -0.017 0.076 -0.063 -0.2459
C -2.31565 -0.76156 1.26402 -0.177 -0.107 0.151 -0.0336
C -3.64342 -0.15120 1.31330 0.023 0.057 0.187 0.2967
C -4.93956 -0.80101 0.93483 0.075 0.115 -0.158 -0.9989
C -5.38315 -0.38510 -0.47731 -0.035 -0.070 0.114 -0.9651
C -3.45328 1.15412 1.65255 -0.053 -0.123 -0.104 1.0982
C -2.01985 1.33422 1.81474 -0.150 -0.022 0.203 -0.3814
C -1.39456 2.52165 2.19859 0.093 0.013 0.075 -0.1481
C -0.02797 2.79595 2.24975 0.034 0.032 0.105 -0.2170
N 0.95382 1.95924 1.84721 0.068 0.286 0.526 -0.3533
C 2.12630 2.61761 1.96651 0.052 0.092 0.068 -0.3675
C 3.36976 2.11166 1.59291 -0.134 -0.016 -0.015 -0.8913
C 3.63377 0.83409 1.09037 0.185 -0.068 0.093 0.5860
N 2.70853 -0.14448 0.94381 0.392 -0.119 0.217 -0.5734
C 3.34798 -1.24949 0.48510 0.181 -0.091 0.129 0.2151
C 2.74250 -2.48781 0.25876 -0.011 0.065 -0.065 -0.8478
C 4.76154 -0.95779 0.30125 -0.024 0.068 -0.101 0.5130
C 4.93950 0.34417 0.67590 -0.055 -0.002 -0.135 0.5830
C 6.19663 1.15719 0.65734 -0.027 -0.074 0.228 -1.0700
C 6.82606 1.28782 2.05046 0.024 0.020 -0.128 -1.1015
C 5.78429 -1.92534 -0.20948 -0.046 -0.021 0.222 -1.0331
C 6.26144 -2.89633 0.87768 0.009 0.006 -0.102 -0.9821
C 1.89458 3.95078 2.51045 -0.159 0.016 0.173 0.5019
C 0.55105 4.06377 2.68117 0.122 0.070 -0.083 0.8028
C -0.21749 5.23687 3.20141 -0.008 -0.151 0.123 -1.0988
C -0.66090 5.03869 4.65640 0.009 0.094 -0.093 -1.1691
C 2.94885 4.97744 2.78050 -0.028 0.060 -0.218 -1.1410
C 3.29225 5.78035 1.51928 0.033 -0.024 0.093 -1.1105
N -1.38126 0.17187 1.55878 -0.695 -0.047 0.588 -0.6565
C -4.48401 2.23200 1.77695 0.042 -0.088 0.212 -1.0064
C -5.00227 2.38031 3.21299 0.011 0.044 -0.118 -1.2755
H -2.58978 -6.30362 -1.16127 0.015 -0.018 -0.032 0.3538
H -0.86540 -6.11941 -1.51255 0.001 0.010 -0.026 0.4257
H -1.94012 -4.74968 -1.71887 -0.001 -0.005 -0.053 0.1278
H -1.13427 -6.05190 0.92471 -0.061 0.016 0.063 0.3793
H -2.43181 -4.87592 0.80892 0.012 -0.031 0.047 0.4398
H 2.38141 -5.15736 -0.85978 -0.018 -0.061 -0.039 0.4106
H 1.00586 -6.17585 -0.45263 0.027 0.008 -0.065 0.2101
H 3.04331 -5.14311 1.58189 0.007 -0.016 0.032 0.2358
H 3.01805 -6.78395 0.90349 0.021 0.002 0.041 0.3852
H 1.68841 -6.21938 1.92933 0.017 0.023 0.036 0.3214
H -2.86985 -2.76848 0.91400 -0.022 -0.009 -0.070 0.1774
H -5.71575 -0.52741 1.65648 -0.011 -0.082 0.011 0.3328
H -4.83241 -1.88805 0.97377 -0.025 -0.010 0.047 0.3971
H -5.79173 0.62496 -0.47752 0.048 0.013 -0.043 0.4744
H -6.14726 -1.06317 -0.86543 -0.011 0.011 -0.043 0.3217
H -4.52981 -0.38388 -1.15327 -0.003 -0.010 -0.068 0.0853
H -2.05099 3.34495 2.45623 -0.014 0.002 -0.071 0.3093
H 4.21617 2.78042 1.69629 0.001 0.017 -0.034 0.3894
H 3.40176 -3.28889 -0.05858 -0.006 0.001 -0.027 0.3655
H 5.97457 2.15388 0.26788 0.037 -0.006 -0.040 0.3524
H 6.92366 0.69902 -0.01818 -0.020 0.044 -0.049 0.4067
H 6.11539 1.73159 2.74778 0.018 -0.011 0.037 0.2634
H 7.72159 1.91360 2.01878 0.000 -0.003 0.036 0.3770
H 7.10460 0.30446 2.43353 -0.007 0.003 0.034 0.2579
H 6.64632 -1.37761 -0.59880 -0.024 -0.015 -0.069 0.4107
H 5.35748 -2.49712 -1.03800 0.063 0.010 -0.040 0.3227
H 6.72119 -2.34949 1.70249 -0.002 -0.003 0.011 0.2506
H 6.99311 -3.60402 0.47912 0.004 -0.014 0.033 0.3829
H 5.41910 -3.45955 1.28093 0.011 -0.009 0.028 0.1579
H -1.09682 5.39473 2.57192 0.030 0.074 -0.023 0.3834
H 0.39598 6.13794 3.12959 -0.035 0.012 -0.055 0.4532
H -1.27777 4.14409 4.74785 -0.005 -0.006 0.031 0.2476
H -1.23570 5.89865 5.00992 -0.015 -0.027 0.031 0.3771
H 0.20866 4.91412 5.30465 -0.005 -0.020 0.017 0.3048
H 3.85114 4.48866 3.15906 -0.009 0.011 0.048 0.4264
H 2.60496 5.66016 3.56272 0.030 -0.030 0.034 0.4392
H 3.59210 5.11313 0.71069 -0.028 0.023 -0.035 0.2752
H 4.10270 6.48849 1.71246 -0.003 0.014 -0.019 0.3604
H 2.41911 6.33318 1.17198 0.005 -0.018 -0.048 0.3013
H -5.32265 2.00949 1.11622 0.017 0.076 -0.036 0.1599
H -4.05473 3.17679 1.43902 -0.050 -0.009 -0.087 0.4130
H -5.50696 1.46716 3.53516 0.023 -0.010 0.038 0.3059
H -5.71189 3.20830 3.28313 0.003 -0.002 0.051 0.4061
H -4.17571 2.56874 3.90022 -0.017 0.007 0.034 0.2567
N 1.71865 0.59396 -1.75952 -0.299 1.217 -0.066 0.3639
N 1.97251 0.11896 -3.04649 0.441 -0.158 -0.098 -0.6111
C 1.05556 0.12571 -4.02040 -0.508 -0.142 -0.765 0.3489
N 1.54054 -0.10530 -5.27693 0.156 0.040 0.130 -0.4586
N -0.21939 0.25307 -3.70147 0.422 -0.052 1.043 0.0522
N -1.15843 0.31255 -4.64046 -0.624 0.292 -0.805 0.7511
O -0.90267 0.30593 -5.87103 -0.029 -0.126 0.169 -0.8349
O -2.31169 0.40604 -4.25566 0.325 -0.279 0.071 -0.6040
H 1.61077 1.64490 -1.82222 -0.077 -0.449 0.012 -0.1210
H 2.53684 0.43415 -1.18750 0.380 -0.276 -0.191 -0.2003
H 2.92025 0.19761 -3.38115 0.062 0.070 0.087 0.2350
H 2.46333 0.23897 -5.48207 0.023 0.019 0.074 0.1988
H 0.82225 0.06376 -5.97353 -0.045 0.039 -0.088 0.3275
S 1.34685 3.94449 -2.42780 0.174 -0.595 0.078 -0.5685
C -0.33858 3.62569 -2.18987 0.133 0.277 0.070 0.2634
S -0.94868 2.52271 -1.02884 -0.126 0.007 0.010 0.1634
C -1.25400 4.39481 -2.94157 0.024 -0.274 0.081 0.3987
C -0.84094 5.31188 -3.93357 0.145 0.226 -0.241 -0.0839
N -0.55833 6.06799 -4.76416 -0.058 0.002 0.036 -0.7393
C -2.65345 4.30554 -2.75707 -0.310 0.015 0.051 -0.0413
N -3.80524 4.30560 -2.63927 0.009 -0.010 0.001 -0.7455
N -1.41252 -2.11069 -2.07522 -0.067 0.019 -0.178 -0.2718
C -2.50863 -2.30034 -2.36514 0.298 0.071 -0.024 -0.3635
C -3.85214 -2.68087 -2.68731 -0.452 -0.171 -0.023 0.2567
C -4.51485 -3.56780 -1.83420 0.110 0.123 -0.003 0.4676
C -5.79028 -4.00366 -2.14268 -0.108 -0.024 -0.021 -1.0078
C -6.41561 -3.56066 -3.30055 0.061 0.027 0.010 -0.3937
C -5.76631 -2.66354 -4.13794 -0.105 -0.044 -0.033 -0.6576
C -4.49083 -2.21654 -3.83733 0.198 0.127 0.132 -0.3065
H -4.02331 -3.89346 -0.92776 0.022 -0.041 -0.002 0.6405
H -6.30586 -4.68719 -1.47938 0.041 0.006 0.020 0.3672
H -7.41245 -3.90848 -3.54256 0.004 0.023 -0.007 0.3714
H -6.26088 -2.30741 -5.03255 0.020 0.037 0.013 0.4102
H -3.98888 -1.48581 -4.45632 0.057 0.017 -0.068 0.5460
```
Forces are in eV/Å.

Values from the calculation:
**ΔE to the lowest compared entry with this formula, charge and spin**: 1.3958 eV
**Total charge**: -2
**LUMO energy**: 3.64 eV